Record 1
{
  "formula": "C40H35BrFN6O6Rh",
  "method": "ωB97M-V/def2-TZVPD",
  "species": ["Rh", "F", "C", "C", "C", "C", "O", "C", "C", "N", "C", "C", "C", "C", "C", "C", "N", "C", "C", "N", "C", "C", "C", "O", "O", "H", "H", "H", "H", "H", "H", "H", "H", "H", "H", "H", "H", "H", "H", "H", "H", "H", "H", "Br", "C", "C", "C", "C", "C", "C", "N", "N", "C", "C", "C", "C", "O", "C", "N", "C", "C", "C", "C", "H", "H", "H", "H", "H", "H", "H", "H", "H", "C", "O", "C", "O", "H", "H", "H", "C", "C", "C", "C", "C", "C", "H", "H", "H", "H", "H"],
  "positions_angstrom": [[-0.21747, -0.24095, 0.18987], [-0.93824, -5.69722, -2.58424], [-0.05812, -4.79269, -3.13588], [-0.03574, -3.51418, -2.63802], [0.82268, -2.55025, -3.20892], [0.85786, -1.24676, -2.60939], [0.00084, -0.93488, -1.73177], [1.87090, -0.35425, -3.11448], [2.58232, -0.70199, -4.22176], [2.42505, -1.90014, -4.89154], [2.93409, -1.91458, -6.22824], [3.74472, -3.00981, -6.86166], [2.35169, -2.71592, -7.35542], [1.64263, -2.90029, -4.31114], [1.64026, -4.22056, -4.72888], [0.78506, -5.19530, -4.15898], [0.88247, -6.51390, -4.69044], [0.67601, -7.66442, -3.85952], [-0.76163, -8.22164, -3.90360], [-1.16965, -8.41039, -5.32512], [-1.03790, -7.13843, -6.08677], [0.44257, -6.72361, -6.04080], [2.08030, 0.95504, -2.47231], [2.39863, 1.95957, -3.05724], [1.96002, 0.92201, -1.10936], [-0.66050, -3.22658, -1.80590], [3.32525, -0.03208, -4.62654], [3.24614, -0.91490, -6.50086], [3.93094, -3.92062, -6.31706], [4.57758, -2.71312, -7.48244], [1.55906, -3.41192, -7.12985], [2.23462, -2.22523, -8.31074], [2.31709, -4.57510, -5.48121], [0.91691, -7.41636, -2.82574], [1.36662, -8.45396, -4.19175], [-1.45578, -7.52114, -3.43941], [-0.81138, -9.17958, -3.38481], [-2.13292, -8.75752, -5.36924], [-0.54704, -9.10707, -5.75651], [-1.64485, -6.37386, -5.59854], [-1.38313, -7.28417, -7.11052], [0.58277, -5.80751, -6.61451], [1.05273, -7.51499, -6.49902], [-7.06358, -1.43465, 11.33114], [-6.06870, -1.33645, 9.70537], [-6.31979, -2.25748, 8.69636], [-5.59601, -2.20945, 7.53062], [-4.57378, -1.24372, 7.36914], [-4.37554, -0.29466, 8.39348], [-5.11237, -0.34016, 9.54972], [-3.74841, -1.20605, 6.31987], [-3.77884, -2.02064, 5.34353], [-3.12557, -1.96762, 4.19739], [-3.07844, -3.14830, 3.42671], [-2.43059, -3.20624, 2.22469], [-1.74889, -2.08463, 1.70047], [-1.13440, -2.13172, 0.57899], [-1.77033, -0.87211, 2.46146], [-1.06913, 0.18544, 1.95627], [-1.08580, 1.33349, 2.61533], [-1.78527, 1.50610, 3.80860], [-2.47947, 0.44414, 4.35318], [-2.48305, -0.78225, 3.68575], [-7.07846, -3.01363, 8.83419], [-5.75760, -2.92766, 6.74040], [-3.62595, 0.46632, 8.25104], [-4.95613, 0.38704, 10.33163], [-3.57486, -4.01860, 3.82873], [-2.39745, -4.12294, 1.65650], [-0.50729, 2.14279, 2.18971], [-1.77335, 2.46891, 4.29677], [-3.01217, 0.54954, 5.28874], [1.84097, 3.42333, 0.43820], [1.37978, 2.10259, 0.73090], [0.87732, 1.44558, -0.36597], [-0.19273, 1.78232, -0.89961], [2.44106, 3.72099, 1.29786], [1.00110, 4.11256, 0.30201], [2.45092, 3.43688, -0.46955], [3.84235, -1.89855, 2.26775], [3.01481, -1.04855, 2.97936], [1.84923, -0.56149, 2.40617], [1.48776, -0.92992, 1.11742], [2.32287, -1.78129, 0.40846], [3.49249, -2.26213, 0.97869], [4.75016, -2.27828, 2.71795], [3.27529, -0.75336, 3.98743], [1.23491, 0.11300, 2.98464], [2.07566, -2.08493, -0.59953], [4.13376, -2.92061, 0.40635]],
  "relative_energy_ev": 2.269,
  "s_squared": 6.126,
  "e_homo_ha": [-0.1674, -0.2520],
  "max_force_ev_per_a": 1.603,
  "multiplicity": 5
}

---

Record 2
{
  "formula": "C63H163N13O16",
  "method": "ωB97M-V/def2-TZVPD",
  "species": ["C", "C", "C", "O", "C", "N", "H", "H", "H", "H", "H", "H", "H", "H", "H", "H", "H", "C", "C", "C", "O", "C", "N", "H", "H", "H", "H", "H", "H", "H", "H", "H", "H", "H", "C", "C", "C", "O", "C", "N", "H", "H", "H", "H", "H", "H", "H", "H", "H", "H", "H", "C", "C", "C", "O", "C", "N", "H", "H", "H", "H", "H", "H", "H", "H", "H", "H", "H", "C", "C", "C", "O", "C", "N", "H", "H", "H", "H", "H", "H", "H", "H", "H", "H", "H", "C", "C", "C", "O", "C", "N", "H", "H", "H", "H", "H", "H", "H", "H", "H", "H", "H", "C", "C", "C", "O", "C", "N", "H", "H", "H", "H", "H", "H", "H", "H", "H", "H", "H", "C", "C", "C", "O", "C", "N", "H", "H", "H", "H", "H", "H", "H", "H", "H", "H", "H", "C", "C", "C", "O", "C", "N", "H", "H", "H", "H", "H", "H", "H", "H", "H", "H", "H", "C", "O", "C", "C", "N", "C", "C", "O", "C", "H", "H", "H", "H", "H", "H", "H", "H", "H", "H", "H", "H", "H", "H", "H", "C", "O", "C", "C", "N", "C", "C", "O", "C", "H", "H", "H", "H", "H", "H", "H", "H", "H", "H", "H", "H", "H", "H", "H", "C", "O", "C", "C", "N", "C", "C", "O", "C", "H", "H", "H", "H", "H", "H", "H", "H", "H", "H", "H", "H", "H", "H", "H", "C", "C", "C", "C", "C", "C", "N", "O", "C", "C", "C", "H", "H", "H", "H", "H", "H", "H", "H", "H", "H", "H", "H", "H", "H", "H", "H", "H", "H", "H"],
  "positions_angstrom": [[3.61201, 3.75702, -4.76659], [3.76131, 4.45972, -3.46039], [3.76618, 5.97085, -3.53470], [4.76855, 6.47883, -4.42552], [4.57851, 7.85504, -4.44137], [2.75239, 4.03003, -2.49461], [4.32386, 4.15108, -5.50899], [2.61235, 3.99562, -5.24155], [3.70988, 2.67561, -4.73775], [4.69893, 4.12305, -3.01372], [3.99719, 6.24909, -2.52415], [2.73284, 6.25203, -3.89372], [4.65529, 8.28919, -3.44333], [3.62413, 8.15856, -4.91605], [5.33807, 8.30647, -5.06088], [3.09507, 4.21673, -1.55835], [1.73293, 4.29573, -2.61756], [-1.51829, -1.66410, 0.07650], [-0.11220, -1.10902, 0.18740], [-0.15961, 0.41945, -0.06797], [1.16631, 1.03185, -0.01180], [1.11906, 2.44682, -0.06639], [0.49197, -1.32739, 1.52297], [-1.56590, -2.77324, 0.17197], [-1.92691, -1.50099, -0.94556], [-2.15861, -1.21944, 0.85088], [0.48493, -1.60183, -0.58741], [-0.73820, 0.87921, 0.74228], [-0.65716, 0.61313, -1.03439], [0.66830, 2.94631, 0.79673], [0.55043, 2.80385, -0.93734], [2.13634, 2.82675, -0.07521], [1.10002, -0.54941, 1.73404], [-0.26623, -1.26405, 2.23335], [-4.83155, -6.41012, 4.02133], [-4.38977, -6.17399, 2.51965], [-2.92537, -6.67270, 2.40165], [-2.42354, -6.65371, 1.07689], [-1.75948, -5.43489, 0.79111], [-5.11798, -6.94022, 1.60113], [-5.01926, -7.48754, 4.22925], [-5.75941, -5.85573, 4.16246], [-4.11716, -6.00947, 4.75426], [-4.34836, -5.12503, 2.29029], [-2.90989, -7.69617, 2.80322], [-2.29516, -6.15941, 3.06566], [-2.54170, -4.73538, 0.47829], [-1.15494, -5.66062, -0.10124], [-1.10969, -5.08671, 1.63963], [-6.09046, -6.67771, 1.59638], [-4.67250, -6.99385, 0.68912], [-5.15720, -1.63295, -1.27414], [-5.07671, -0.28281, -0.52063], [-4.87578, 0.90048, -1.40842], [-5.99251, 1.09284, -2.30122], [-5.92270, 2.22319, -3.09700], [-6.23544, -0.01421, 0.39720], [-4.39775, -1.79690, -2.03923], [-6.17214, -1.80865, -1.60182], [-4.97963, -2.50629, -0.62216], [-4.18281, -0.33061, 0.12746], [-4.05123, 0.78812, -2.08622], [-4.75652, 1.78327, -0.73962], [-5.45686, 1.97401, -4.05482], [-5.24658, 2.95684, -2.66759], [-6.86823, 2.69806, -3.30265], [-6.93767, 0.51085, -0.11501], [-6.67956, -0.90508, 0.67316], [4.94282, -0.00596, -0.46233], [4.68767, 1.25129, -1.24488], [5.92807, 1.42544, -2.19243], [7.11937, 1.23470, -1.40687], [8.23810, 1.30335, -2.23789], [3.48709, 1.10459, -2.01641], [4.15350, -0.28275, 0.21708], [5.92423, 0.06899, 0.03585], [4.99338, -0.88146, -1.15298], [4.69904, 2.07593, -0.55193], [5.91359, 2.36161, -2.74240], [5.74460, 0.60086, -2.93034], [8.26960, 2.25711, -2.76026], [8.23427, 0.51896, -3.00233], [9.09296, 1.20645, -1.56643], [2.72800, 1.01985, -1.30882], [3.23712, 1.92933, -2.57420], [3.93999, 6.81997, 2.34424], [3.75854, 6.15904, 0.95144], [4.97658, 5.31555, 0.52148], [5.03441, 4.16795, 1.38440], [6.28655, 3.57479, 1.37401], [2.51073, 5.47091, 0.82208], [3.01178, 7.46714, 2.55572], [4.88557, 7.34101, 2.55508], [3.78188, 6.04251, 3.13230], [3.65860, 6.98015, 0.21317], [5.96165, 5.82234, 0.57265], [4.71292, 5.02800, -0.51709], [6.21719, 2.54504, 1.79946], [6.96267, 4.15739, 2.05217], [6.78421, 3.49958, 0.43126], [2.53685, 4.66605, 1.45108], [1.76093, 6.05205, 1.20462], [-2.67904, 4.99478, -2.06559], [-1.25373, 4.51961, -2.20776], [-1.10807, 3.71116, -3.44848], [-2.00159, 2.64689, -3.25424], [-1.78090, 1.65077, -4.27586], [-0.22263, 5.55530, -2.14609], [-2.98623, 5.53257, -2.97340], [-2.81754, 5.72468, -1.26428], [-3.37860, 4.15575, -1.89543], [-1.09214, 3.79480, -1.36875], [-0.09371, 3.23321, -3.52943], [-1.31592, 4.31852, -4.29921], [-2.61350, 0.92098, -4.31813], [-0.87211, 1.11517, -4.05787], [-1.70634, 2.09762, -5.26050], [-0.45282, 6.28917, -2.76814], [-0.04870, 5.81897, -1.18144], [-0.61398, 2.12344, 4.87443], [-0.22770, 0.73081, 4.40056], [1.26736, 0.62436, 4.24749], [1.74878, 1.62305, 3.38256], [2.94504, 1.30874, 2.75473], [-0.70238, -0.32600, 5.29797], [-0.24685, 2.91364, 4.18126], [-0.27657, 2.28703, 5.88395], [-1.72017, 2.15672, 4.96859], [-0.70601, 0.63647, 3.36965], [1.53370, -0.40205, 3.86807], [1.72404, 0.72623, 5.25706], [3.03967, 1.98985, 1.93768], [2.85979, 0.29208, 2.35348], [3.82918, 1.41518, 3.42507], [-1.54850, -0.76995, 5.01942], [-0.74764, -0.04500, 6.26455], [0.73659, -0.88083, -3.40402], [1.66622, -2.02041, -3.15855], [1.08483, -3.31548, -3.76758], [-0.29380, -3.61125, -3.42377], [-0.39904, -4.26970, -2.16409], [3.05374, -1.65381, -3.61086], [1.14820, 0.04427, -3.01730], [-0.15332, -1.02013, -2.83772], [0.47144, -0.78296, -4.47989], [1.71226, -2.16772, -2.04909], [1.70976, -4.23675, -3.59101], [1.06712, -3.17495, -4.85052], [-0.04968, -5.34923, -2.21767], [-1.45493, -4.25863, -1.80770], [0.26995, -3.75155, -1.46301], [3.31154, -0.79535, -3.11988], [3.75033, -2.37128, -3.43033], [-4.05922, -1.15383, 2.99763], [-2.70625, -1.47811, 3.36137], [-2.48762, -2.90046, 3.28676], [-1.48201, -3.39216, 4.26878], [-2.07956, -3.43319, 5.60514], [-1.20750, -4.12510, 6.55562], [-1.94251, -4.09653, 7.88789], [-2.14886, -2.78252, 8.35246], [-1.07659, -2.16728, 8.95363], [-4.28138, -1.39451, 1.96581], [-4.10453, -0.09911, 3.08500], [-4.76700, -1.59586, 3.65939], [-2.18491, -3.18257, 2.30127], [-3.46032, -3.46562, 3.44594], [-0.54172, -2.85771, 4.27612], [-1.27634, -4.46142, 3.93759], [-2.25632, -2.48825, 5.94392], [-0.16097, -3.70093, 6.56412], [-1.12571, -5.19044, 6.19639], [-1.38142, -4.63453, 8.68644], [-2.95948, -4.43267, 7.69125], [-1.33500, -1.11862, 9.20673], [-0.15745, -2.23463, 8.34917], [-0.88695, -2.62887, 9.94547], [-1.04558, 5.32069, 1.85670], [-0.59276, 6.08606, 0.76597], [-0.71712, 7.44062, 1.02672], [-0.25060, 8.27906, -0.14787], [1.18395, 8.10271, -0.28557], [1.77633, 9.27489, -0.89766], [1.74089, 9.45578, -2.36465], [0.47401, 9.83862, -2.80556], [0.25650, 11.23691, -2.61091], [-1.07765, 4.31777, 1.43099], [-2.08589, 5.50877, 2.14879], [-0.44468, 5.37447, 2.75294], [-0.12927, 7.69587, 1.89301], [-1.78284, 7.70445, 1.12423], [-0.60263, 9.32153, 0.02762], [-0.80988, 7.96236, -1.05701], [1.34297, 7.28914, -0.88193], [2.84620, 9.38211, -0.63229], [1.35630, 10.13884, -0.39239], [1.85632, 8.43117, -2.78014], [2.50829, 10.15139, -2.77159], [-0.60482, 11.53511, -3.18727], [1.05819, 11.83685, -3.07878], [0.06452, 11.41826, -1.52494], [-7.08197, -6.77880, -7.38105], [-7.30458, -5.73578, -6.38937], [-7.50778, -6.26694, -5.09695], [-6.15197, -6.67369, -4.54087], [-6.24617, -6.84486, -3.04079], [-5.91800, -5.56117, -2.37345], [-4.56991, -4.94035, -2.70396], [-4.68110, -4.09348, -3.84595], [-3.35932, -3.60728, -4.04920], [-7.93567, -7.45382, -7.46953], [-6.13596, -7.30392, -7.16539], [-7.05153, -6.25640, -8.35212], [-8.25295, -7.07693, -5.07379], [-7.92247, -5.44003, -4.49544], [-5.38959, -5.92232, -4.81085], [-5.93622, -7.63403, -4.99994], [-5.46877, -7.44497, -2.71771], [-5.90606, -5.81567, -1.33198], [-6.67678, -4.83037, -2.60764], [-3.73970, -5.67544, -2.87882], [-4.22005, -4.26618, -1.87946], [-2.58483, -4.34587, -4.29052], [-2.90102, -3.13120, -3.15817], [-3.49742, -2.82942, -4.78764], [2.16034, -4.65000, 4.65735], [3.02401, -4.43301, 3.40699], [4.22910, -5.33040, 3.55751], [5.03244, -5.46660, 2.28200], [4.08582, -6.01710, 1.17176], [2.89417, -5.07565, 0.92485], [2.23139, -4.92268, 2.24332], [1.06037, -4.13578, 2.13110], [3.30069, -3.72829, 0.31643], [1.88483, -5.77333, -0.00364], [3.38778, -2.89138, 3.39330], [1.42311, -3.85649, 4.70699], [2.78865, -4.63039, 5.55680], [1.73457, -5.62651, 4.59714], [4.88158, -4.99419, 4.39439], [3.82258, -6.31269, 3.83903], [5.82789, -6.18797, 2.43114], [5.46192, -4.49365, 1.95015], [3.74329, -6.99642, 1.49895], [4.64204, -6.21084, 0.25420], [3.42061, -3.70994, -0.77066], [2.60257, -2.90211, 0.34760], [4.28045, -3.38502, 0.68802], [2.38821, -5.97529, -0.95428], [1.66287, -6.71099, 0.49438], [0.98981, -5.21531, -0.06730], [4.30938, -2.69358, 2.80047], [3.56307, -2.54339, 4.43049], [2.60173, -2.23008, 2.99840], [1.29544, -3.20663, 1.96496]],
  "relative_energy_ev": 0.000,
  "e_homo_ha": -0.3092,
  "max_force_ev_per_a": 3.291,
  "multiplicity": 1
}